(1)
Molecular formula: H21O10
Method: DFT, wB97M-V/def2-TZVPD

Geometry as ORCA input:
```
! wB97M-V def2-TZVPD RIJCOSX def2/J DEFGRID3
* xyz 2 2
O 2.568 0.400 -2.019
H 3.483 0.176 -2.109
H 2.569 1.048 -1.195
O -3.001 0.166 1.790
H -3.854 -0.126 1.808
H -3.102 1.052 1.578
O -1.117 0.330 -0.415
H -1.205 -0.042 0.491
H -1.864 -0.129 -0.808
O -0.364 3.748 0.371
H -0.936 4.131 0.894
H -0.733 3.072 -0.133
O 1.006 2.054 2.060
H 0.590 2.169 2.916
H 0.841 2.990 1.419
O 0.589 -3.325 -1.923
H 0.612 -3.638 -1.041
H 1.135 -3.518 -2.584
O -3.498 -1.177 -1.071
H -3.897 -2.017 -0.785
H -4.117 -0.660 -0.617
O 1.144 -1.142 -0.733
H 1.144 -1.820 -1.470
H 1.847 -0.409 -1.263
O 2.795 1.694 0.280
H 2.100 1.345 0.832
O 0.732 -2.514 0.812
H 0.972 -3.225 1.514
H 0.273 -0.748 -0.872
H 3.334 2.204 1.086
H -0.046 -2.090 1.190
*
```

Properties
Highest occupied orbital energy (alpha / beta), eV: -17.525 / -17.515
LUMO level (alpha / beta), eV: -7.2 / -14.5
Kohn-Sham gap (alpha / beta), eV: 10.315 / 2.995
Energy, Eh: -764.130579
Expectation value of S²: 0.756

(2)
Molecular formula: C4H6O2
Method: DFT, wB97M-V/def2-TZVPD

Geometry as ORCA input:
```
! wB97M-V def2-TZVPD RIJCOSX def2/J DEFGRID3
* xyz 0 1
O -1.056 -1.384 -1.150
C -0.674 -0.321 -1.572
O -0.747 0.869 -0.938
C -0.192 0.906 0.386
C 1.069 0.114 0.460
C -0.169 -0.359 1.182
H -0.197 -0.237 -2.561
H -0.333 1.898 0.809
H 1.225 -0.380 -0.497
H 1.990 0.423 0.939
H -0.691 -1.164 0.676
H -0.225 -0.364 2.267
*
```

Properties
Highest occupied orbital energy, eV: -10.176
LUMO level, eV: 1.1
Kohn-Sham gap, eV: 11.235
Energy, Eh: -306.428973
SMILES: O=COC1CC1

(3)
Molecular formula: C2H2O2Sc
Method: DFT, wB97M-V/def2-TZVPD

Geometry as ORCA input:
```
! wB97M-V def2-TZVPD RIJCOSX def2/J DEFGRID3
* xyz 1 1
H -1.531 0.352 -0.906
O 1.006 -0.944 0.619
C -0.284 -0.687 0.296
C -0.633 0.512 -0.245
O 0.325 1.393 -0.603
H -1.065 -1.365 0.676
Sc 2.182 0.740 0.161
*
```

Properties
Highest occupied orbital energy (alpha / beta), eV: -13.430 / -12.590
LUMO level (alpha / beta), eV: -5.8 / -6.1
Kohn-Sham gap (alpha / beta), eV: 7.643 / 6.487
Energy, Eh: -988.298225

(4)
Molecular formula: C4H11NO2
Method: DFT, wB97M-V/def2-TZVPD

Geometry as ORCA input:
```
! wB97M-V def2-TZVPD RIJCOSX def2/J DEFGRID3
* xyz 0 1
C -0.303 2.119 0.532
C -1.396 1.155 0.177
C -2.329 1.375 -0.748
C -1.215 -1.129 0.724
N -1.381 0.073 1.058
H -0.518 2.524 1.511
H -0.152 2.929 -0.189
H 0.664 1.605 0.579
H -3.210 0.766 -0.877
H -2.246 2.308 -1.276
H -1.173 -1.847 1.536
H -0.944 -1.436 -0.291
H 2.044 -2.337 1.069
H 1.738 -3.234 -0.121
O 1.763 -2.305 0.147
H 2.517 0.145 -1.139
H 2.966 -1.246 -0.866
O 3.288 -0.418 -1.269
*
```

Properties
Highest occupied orbital energy, eV: -8.812
LUMO level, eV: 0.3
Kohn-Sham gap, eV: 9.114
Energy, Eh: -364.190405
SMILES: C=NC(=C)C.O.O

(5)
Molecular formula: C2H8N2O4
Method: DFT, wB97M-V/def2-TZVPD

Geometry as ORCA input:
```
! wB97M-V def2-TZVPD RIJCOSX def2/J DEFGRID3
* xyz 0 1
O 1.762 2.481 0.456
C 1.663 1.516 1.171
N 0.934 0.404 0.842
C 0.117 0.149 -0.261
N 0.006 1.152 -1.153
O -0.394 -0.953 -0.385
H 2.114 1.420 2.170
H 1.012 -0.393 1.466
H 0.468 2.024 -0.939
H -0.456 0.959 -2.036
H -2.800 -0.872 -2.821
H -1.974 -0.961 -1.621
O -2.273 -0.287 -2.261
H -0.375 -2.364 2.502
H -0.116 -2.068 1.004
O 0.312 -2.207 1.865
*
```

Properties
Highest occupied orbital energy, eV: -10.599
LUMO level, eV: 0.7
Kohn-Sham gap, eV: 11.282
Energy, Eh: -491.543015
SMILES: NC(=O)NC=O.O.O

(6)
Molecular formula: C33H49AuN7Si
Method: DFT, wB97M-V/def2-TZVPD

Geometry as ORCA input:
```
! wB97M-V def2-TZVPD RIJCOSX def2/J DEFGRID3
* xyz 1 3
Au -0.113 0.377 -0.645
C -3.587 -2.040 0.344
N -3.287 -0.618 0.409
C -3.522 0.095 -0.837
C -2.431 -0.105 1.329
N -1.603 0.853 0.956
C -1.198 1.879 1.830
C -1.967 2.322 2.907
C -1.542 3.368 3.710
C -0.331 3.990 3.450
C 0.422 3.587 2.359
C -0.018 2.567 1.517
N 0.730 2.192 0.379
C 1.289 3.155 -0.346
N 0.680 4.342 -0.590
C 1.400 5.605 -0.584
C -0.771 4.454 -0.585
N 2.499 2.943 -0.902
C 3.425 1.970 -0.347
C 2.921 3.557 -2.151
N -2.523 -0.594 2.589
C -1.406 -0.552 3.515
C -3.773 -1.076 3.155
H -3.148 -2.452 -0.567
H -4.664 -2.209 0.317
H -3.163 -2.563 1.197
H -4.504 -0.188 -1.215
H -2.772 -0.156 -1.595
H -3.497 1.168 -0.665
H -2.918 1.845 3.111
H -2.156 3.688 4.541
H 0.024 4.788 4.088
H 1.367 4.073 2.146
H 2.455 5.438 -0.390
H 0.999 6.238 0.212
H 1.291 6.133 -1.533
H -1.217 3.477 -0.756
H -1.067 5.125 -1.393
H -1.144 4.852 0.362
H 3.064 1.640 0.622
H 4.407 2.432 -0.233
H 3.519 1.105 -1.006
H 2.085 4.068 -2.619
H 3.274 2.775 -2.826
H 3.736 4.267 -1.995
H -0.486 -0.321 2.987
H -1.305 -1.533 3.984
H -1.560 0.198 4.294
H -4.592 -0.906 2.463
H -3.976 -0.529 4.080
H -3.721 -2.140 3.395
N -0.148 -1.848 -0.211
C 0.562 -2.730 0.337
C 1.366 -2.361 1.541
C 2.034 -1.141 1.594
C 2.723 -0.781 2.742
C 2.743 -1.633 3.838
C 2.088 -2.857 3.780
C 1.405 -3.227 2.631
C 0.649 -4.113 -0.216
C 1.866 -4.791 -0.168
C 1.972 -6.057 -0.722
C 0.865 -6.654 -1.308
C -0.350 -5.985 -1.348
C -0.459 -4.713 -0.809
H 2.020 -0.479 0.735
H 3.245 0.167 2.782
H 3.277 -1.350 4.735
H 2.113 -3.526 4.630
H 0.899 -4.183 2.578
H 2.726 -4.323 0.294
H 2.919 -6.579 -0.693
H 0.949 -7.646 -1.733
H -1.213 -6.453 -1.802
H -1.399 -4.185 -0.840
C -0.772 -1.919 -3.572
Si 0.105 -0.291 -3.882
C 1.310 -0.503 -5.302
C -1.150 1.026 -4.343
C 1.064 0.250 -2.368
H -1.175 -2.328 -4.503
H -1.603 -1.796 -2.873
H -0.092 -2.662 -3.150
H 0.799 -0.833 -6.210
H 2.077 -1.244 -5.064
H 1.817 0.438 -5.532
H -1.505 0.874 -5.365
H -0.710 2.025 -4.293
H -2.025 1.014 -3.688
H 1.483 1.247 -2.521
H 1.897 -0.436 -2.176
*
```

Properties
Highest occupied orbital energy (alpha / beta), eV: -9.799 / -10.078
LUMO level (alpha / beta), eV: -2.1 / -3.8
Kohn-Sham gap (alpha / beta), eV: 7.650 / 6.324
Energy, Eh: -2095.102224
Expectation value of S²: 2.015

| no. | F_max (hartree/bohr) |
| --- | --- |
| 1 | 0.15365 |
| 2 | 0.01891 |
| 3 | 0.08522 |
| 4 | 0.01661 |
| 5 | 0.02734 |
| 6 | 0.00994 |